{"formula": "C25H40AuGeN3O4", "method": "the ωB97M-V functional and the def2-TZVPD basis", "spin_multiplicity": 2, "relative_energy_kj_mol": 0.00, "molar_mass_g_mol": 716.189, "s2": 0.766, "fmax_ev_per_a": 0.402, "charge": 3, "homo_lumo_gap_ev": [7.338, 6.776], "species": ["Au", "C", "C", "C", "C", "O", "Ge", "O", "C", "C", "C", "C", "O", "C", "C", "C", "C", "H", "H", "H", "H", "H", "H", "H", "H", "H", "H", "H", "H", "H", "H", "H", "H", "H", "H", "H", "H", "H", "H", "H", "H", "H", "H", "H", "C", "C", "C", "C", "C", "N", "C", "O", "N", "C", "C", "C", "C", "N", "C", "C", "C", "H", "H", "H", "H", "H", "H", "H", "H", "H", "H", "H", "H", "H"], "coordinates": [[1.05310, -0.61587, 0.71353], [0.32061, 4.01687, -2.52477], [1.28290, 3.09990, -3.25043], [0.71334, 2.58121, -4.55046], [2.64719, 3.72580, -3.42759], [1.40949, 1.92747, -2.29172], [2.34196, 0.53991, -2.10926], [1.41653, -0.77913, -1.35624], [0.49935, -1.54105, -2.29209], [0.78933, -3.00271, -2.03725], [0.94120, -1.10657, -3.68117], [-0.92758, -1.14723, -1.98914], [3.93367, 0.37958, -1.59162], [5.24407, 0.20824, -2.33256], [6.13557, 1.32764, -1.84264], [4.95665, 0.30629, -3.81657], [5.75023, -1.16158, -1.93832], [0.20078, 4.93129, -3.10597], [0.70501, 4.28810, -1.54252], [-0.65871, 3.55248, -2.41451], [0.55786, 3.42449, -5.22356], [-0.24946, 2.09102, -4.40122], [1.40311, 1.89810, -5.05372], [2.55544, 4.61128, -4.05629], [3.33055, 3.04455, -3.93756], [3.07468, 4.02911, -2.47213], [1.83237, -3.24256, -2.24228], [0.16025, -3.61723, -2.68185], [0.56654, -3.26478, -1.00193], [2.02580, -1.27779, -3.81280], [0.65402, -0.07066, -3.89533], [0.48255, -1.70112, -4.47318], [-1.23567, -1.53545, -1.01704], [-1.58884, -1.57467, -2.74347], [-1.04927, -0.06273, -2.00118], [5.69103, 2.30229, -2.04479], [7.09182, 1.27460, -2.36345], [6.32730, 1.23770, -0.77463], [4.59222, 1.29965, -4.08309], [4.23513, -0.46116, -4.12559], [5.86289, 0.12860, -4.39503], [5.84632, -1.24288, -0.85676], [6.73502, -1.31836, -2.37875], [5.08847, -1.95081, -2.29880], [-8.57727, -2.52812, 2.99138], [-7.22265, -2.01903, 3.29344], [-7.01544, -0.63658, 3.55103], [-5.78850, -0.13668, 3.86017], [-4.67447, -1.02830, 3.92627], [-3.41896, -0.64262, 4.27275], [-3.07035, 0.58004, 4.91664], [-3.88114, 1.38865, 5.25596], [-1.73319, 0.68691, 5.24185], [-0.55739, 0.22434, 4.63174], [0.56657, 0.04254, 5.44178], [1.75500, -0.35595, 4.87366], [1.81393, -0.55034, 3.50572], [0.74701, -0.34668, 2.71875], [-0.42663, 0.03047, 3.26418], [-4.86341, -2.41417, 3.62872], [-6.09843, -2.88944, 3.32747], [-9.32178, -2.06485, 3.64127], [-8.64143, -3.61065, 3.06441], [-8.84755, -2.23813, 1.96770], [-7.86688, 0.03108, 3.51442], [-5.65691, 0.90924, 4.07918], [-2.73299, -1.38418, 4.33776], [-1.60204, 1.33939, 6.00451], [0.49543, 0.21314, 6.50918], [2.63861, -0.51243, 5.47555], [2.73251, -0.84809, 3.02289], [-1.23655, 0.23936, 2.57949], [-4.01595, -3.08717, 3.68642], [-6.24395, -3.94351, 3.13139]]}